--- a ---
# C5H7IN

A structure of composition C5H7IN (ωB97M-V/def2-TZVPD, OMol25).

Structure (ORCA input):
```
! RIJCOSX wB97M-V def2-TZVPD def2/J DEFGRID3
* xyz 1 1
C 0.30 -1.96 0.29
C 1.01 -1.32 1.28
C 2.31 -0.65 1.26
C 1.04 0.00 0.75
C 0.40 -0.77 -0.43
N -1.82 1.11 -1.37
I 0.92 -0.50 -2.41
H 0.01 -3.03 0.24
H 2.56 -0.33 2.19
H 3.08 -0.98 0.70
H 0.85 1.08 1.07
H -1.67 0.70 -2.30
H -1.56 2.13 -1.64
H -2.69 1.32 -1.03
*
```

Gap between HOMO and LUMO (spin up / spin down), eV: 7.53 / 7.52
E_HOMO (spin up / spin down), Ha: -0.5082 / -0.5082

--- b ---
# C5H7IN

The ion C5H7IN with charge +1 (ωB97M-V/def2-TZVPD, OMol25).

Structure (ORCA input):
```
! RIJCOSX wB97M-V def2-TZVPD def2/J DEFGRID3
* xyz 1 1
C 1.54 0.81 -0.27
C -0.79 0.79 -1.25
C -1.78 -0.10 -1.50
C 0.63 -0.55 1.81
C 1.04 -0.43 0.37
N 0.35 0.41 -0.58
I -3.56 0.22 -2.42
H -0.87 1.92 -1.39
H -1.63 -1.21 -1.10
H 0.15 0.17 2.30
H -0.11 -1.26 2.00
H 1.50 -0.89 2.34
H 1.32 -1.43 0.00
H 2.20 1.54 -0.30
*
```

SMILES string: C[C@@H]1C=[N+]1/C=C/I
Gap between HOMO and LUMO, eV: 7.67
E_HOMO, Ha: -0.4849

Relative energies, in kJ/mol, with the most stable structure set to zero: a 239.8; b 0.0.